Entry 1:
53
Properties=species:S:1:pos:R:3 method="wB97M-V/def2-TZVPD" energy_ha=-947.917032 de_lowest_kcal_mol=50.1 total_charge=+1 gap_ev=9.25
O -2.540 -0.836 2.149
H -3.048 -0.202 2.667
C -2.400 -0.358 0.821
C -1.245 0.537 0.772
C -0.255 1.214 0.846
C 0.962 1.999 0.824
H 0.822 2.876 0.184
H 1.221 2.336 1.832
N 2.092 1.181 0.285
H 1.761 0.769 -0.600
C 3.286 2.005 -0.034
C 4.169 1.340 -1.088
H 3.531 0.803 -1.795
H 4.668 2.122 -1.660
C 5.247 0.402 -0.534
H 6.126 0.985 -0.260
C 4.832 -0.426 0.686
H 5.514 -1.273 0.754
C 3.396 -0.949 0.644
C 2.375 0.041 1.193
H 2.727 0.448 2.144
H 1.423 -0.469 1.368
H 3.331 -1.836 1.275
H 3.129 -1.256 -0.368
H 4.970 0.154 1.601
H 5.547 -0.268 -1.340
H 3.841 2.193 0.885
H 2.931 2.963 -0.420
C -3.659 0.342 0.337
C -3.618 1.507 -0.416
C -4.793 2.095 -0.853
C -6.015 1.527 -0.540
C -6.061 0.368 0.216
C -4.889 -0.223 0.652
H -4.924 -1.127 1.243
H -7.011 -0.080 0.467
H -6.929 1.987 -0.882
H -4.750 3.000 -1.439
H -2.668 1.963 -0.657
C -2.115 -1.597 -0.072
H -3.033 -2.185 -0.059
C -0.941 -2.436 0.473
H -1.293 -3.346 0.952
C -0.051 -2.732 -0.735
H 0.987 -2.905 -0.455
C -0.240 -1.516 -1.635
H 0.066 -1.699 -2.664
H 0.333 -0.666 -1.250
C -1.736 -1.227 -1.517
H -2.282 -1.866 -2.211
H -1.981 -0.193 -1.756
H -0.413 -3.619 -1.253
H -0.398 -1.865 1.227


Entry 2:
69
Properties=species:S:1:pos:R:3 method="wB97M-V/def2-TZVPD" energy_ha=-2172.614874 de_lowest_kcal_mol=0.0 gap_ev=11.07
C -4.376 -3.166 2.628
C -3.384 -2.369 1.762
O -4.185 -1.964 0.660
C -5.494 -2.192 0.918
O -6.377 -1.907 0.183
O -5.645 -2.759 2.143
H -4.311 -2.937 3.692
H -4.215 -4.243 2.548
H -2.558 -2.994 1.434
H -2.972 -1.507 2.288
C 3.834 -1.483 0.514
C 3.820 -0.625 1.777
O 2.898 -1.376 2.578
C 2.006 -1.959 1.744
O 0.918 -2.319 2.058
O 2.504 -1.979 0.482
H 4.557 -2.292 0.662
H 4.101 -0.986 -0.415
H 3.444 0.381 1.584
H 4.773 -0.608 2.295
C 0.666 1.109 -0.089
C -0.551 1.031 0.834
O -0.106 1.755 1.983
C 0.983 2.483 1.670
O 1.548 3.222 2.404
O 1.378 2.239 0.391
H 0.388 1.204 -1.137
H 1.281 0.206 -0.024
H -0.775 -0.007 1.075
H -1.438 1.480 0.391
C 4.895 2.599 -0.117
C 4.128 2.577 -1.412
C 4.939 2.985 -2.660
O 4.823 1.838 -3.537
C 4.058 0.888 -2.975
O 3.778 -0.149 -3.489
O 3.685 1.248 -1.724
H 4.214 2.453 0.725
H 5.343 3.575 0.067
H 5.633 1.798 -0.056
H 3.238 3.201 -1.315
H 5.996 3.138 -2.474
H 4.447 3.799 -3.186
C -4.357 1.630 -0.736
C -4.653 2.367 0.566
C -4.192 1.569 1.794
O -3.142 2.345 2.373
C -3.024 3.523 1.709
O -2.308 4.411 2.029
O -3.814 3.528 0.617
H -3.422 1.091 -0.611
H -4.373 2.245 -1.630
H -5.118 0.851 -0.860
H -5.715 2.591 0.648
H -3.804 0.580 1.535
H -4.971 1.413 2.542
C 1.587 -2.846 -2.687
C 0.078 -2.859 -2.604
C -0.451 -3.212 -1.194
O -1.436 -2.198 -0.950
C -1.302 -1.210 -1.862
O -1.922 -0.198 -1.840
O -0.446 -1.551 -2.826
H 1.997 -2.392 -3.584
H 1.959 -3.860 -2.531
H 1.932 -2.259 -1.831
H -0.342 -3.563 -3.324
H 0.284 -3.199 -0.392
H -0.935 -4.187 -1.229


Entry 3:
62
Properties=species:S:1:pos:R:3 method="wB97M-V/def2-TZVPD" multiplicity=2 s_squared=0.773 energy_ha=-4116.815656 de_lowest_kcal_mol=10.2 total_charge=+2 gap_ev="6.52 / 5.46"
Pt -0.230 -0.614 0.924
N 0.200 -2.771 1.003
C 0.662 -3.195 -0.270
C 0.014 -4.211 -0.949
C 0.515 -4.653 -2.162
C 1.675 -4.087 -2.700
C 2.314 -3.070 -2.032
C 1.800 -2.555 -0.820
C 2.424 -1.412 -0.183
C 3.830 -1.277 -0.290
C 4.497 -0.284 0.369
C 3.777 0.642 1.165
C 2.413 0.582 1.242
C 1.668 -0.404 0.556
H -0.646 -3.258 1.294
H 0.876 -2.870 1.759
H -0.854 -4.690 -0.511
H 0.019 -5.463 -2.679
H 2.065 -4.450 -3.641
H 3.194 -2.616 -2.467
H 4.389 -2.031 -0.826
H 5.577 -0.230 0.330
H 4.319 1.395 1.723
H 1.897 1.280 1.878
C -0.164 3.042 1.704
Si -0.932 1.516 0.987
C -2.714 1.855 0.496
C -3.263 0.832 -0.503
C -3.445 1.633 1.847
C -2.975 3.290 0.029
C 0.604 1.288 -2.497
C -0.347 2.383 -2.364
C 2.018 1.538 -2.223
C 0.177 0.027 -3.094
H -0.507 3.954 1.216
H 0.918 3.067 1.795
H -0.569 3.044 2.726
H -3.043 -0.196 -0.202
H -2.884 0.980 -1.518
H -4.350 0.922 -0.560
H -3.413 0.599 2.173
H -4.497 1.894 1.701
H -3.071 2.266 2.655
H -2.440 3.550 -0.887
H -2.716 4.026 0.791
H -4.041 3.409 -0.178
H -0.078 3.100 -1.587
H -1.387 2.072 -2.328
H -0.225 2.948 -3.310
H 2.194 2.359 -1.533
H 2.411 1.860 -3.207
H 2.575 0.640 -1.960
H -0.892 -0.151 -3.011
H 0.771 -0.821 -2.753
H 0.407 0.147 -4.169
F -1.871 -1.297 2.134
As -1.516 -0.985 3.995
F -1.877 -2.629 4.209
F 0.124 -1.413 3.566
F -1.093 -0.633 5.585
F -1.141 0.656 3.426
F -3.144 -0.533 4.138


Entry 4:
61
Properties=species:S:1:pos:R:3 method="wB97M-V/def2-TZVPD" multiplicity=2 s_squared=0.761 energy_ha=-4695.969448 de_lowest_kcal_mol=0.0 total_charge=+2 gap_ev="7.55 / 7.74"
Ti -0.681 1.417 0.772
S -1.822 0.257 -1.142
C -2.344 -1.401 -1.017
N -1.951 -2.225 -0.054
C -2.369 -3.636 0.054
C -2.677 -4.161 -1.334
C -3.672 -3.239 -2.010
N -3.170 -1.853 -1.945
H -1.310 -1.855 0.627
H -3.239 -3.706 0.707
H -1.551 -4.182 0.520
H -3.092 -5.165 -1.265
H -1.759 -4.219 -1.923
H -4.648 -3.284 -1.525
H -3.803 -3.485 -3.061
H -3.464 -1.187 -2.642
F -4.860 3.802 1.607
C -3.776 3.128 1.989
C -3.717 1.778 1.804
C -2.549 1.096 2.206
C -1.472 1.768 2.799
C -0.184 1.094 2.820
C -1.594 3.176 2.955
C -2.732 3.842 2.585
H -4.564 1.254 1.382
H -2.556 0.010 2.200
H -0.204 0.038 3.083
H 0.646 1.626 3.269
H -0.778 3.720 3.415
H -2.845 4.906 2.755
N -0.665 3.444 -2.384
C -0.755 3.917 -1.149
N -0.934 5.214 -0.921
O -0.627 3.157 -0.128
H -0.830 4.041 -3.179
H -0.674 2.447 -2.539
H -1.002 5.894 -1.660
H -0.931 5.534 0.032
C 2.723 1.584 -1.015
As 1.680 0.531 0.227
C 2.931 0.342 1.675
C 1.673 -1.214 -0.650
C 3.030 -1.852 -0.707
C 3.468 -2.680 0.324
C 4.739 -3.235 0.292
C 5.587 -2.969 -0.776
C 5.154 -2.156 -1.814
C 3.881 -1.602 -1.780
H 3.679 1.085 -1.158
H 2.887 2.574 -0.597
H 2.219 1.676 -1.976
H 3.852 -0.085 1.290
H 2.518 -0.300 2.450
H 3.115 1.330 2.092
H 1.267 -1.019 -1.643
H 0.950 -1.842 -0.128
H 2.811 -2.898 1.160
H 5.068 -3.880 1.097
H 6.576 -3.404 -0.803
H 5.806 -1.964 -2.657
H 3.545 -0.983 -2.605


Entry 5:
62
Properties=species:S:1:pos:R:3 method="wB97M-V/def2-TZVPD" energy_ha=-2049.033127 de_lowest_kcal_mol=10.8 gap_ev=7.67
C 0.023 2.363 3.579
C -1.149 2.296 2.535
C -1.951 0.984 2.671
C -3.194 0.884 1.747
C -2.825 1.402 0.355
N -1.835 0.786 -0.240
C -1.495 1.293 -1.464
C -0.426 0.692 -2.169
C -0.014 1.146 -3.397
P 1.398 0.281 -4.222
C 0.761 -1.433 -4.544
C 2.683 0.103 -2.882
C 2.606 -1.226 -2.055
C -0.700 2.273 -3.951
C -1.731 2.870 -3.286
B -2.447 4.117 -3.978
N -2.485 5.456 -3.420
O -3.046 3.879 -5.202
C -2.177 2.385 -2.015
N -3.241 3.024 -1.440
C -3.506 2.498 -0.285
Cl -4.866 3.232 0.588
H 0.125 3.398 3.925
H -0.092 1.636 4.387
H 0.954 2.139 3.030
H -1.817 3.136 2.785
H -0.678 2.416 1.552
H -2.269 0.926 3.725
H -1.243 0.153 2.520
H -4.087 1.360 2.153
H -3.383 -0.192 1.595
H 0.062 -0.168 -1.712
H 1.548 -2.199 -4.546
H 0.083 -1.710 -3.716
H 0.171 -1.465 -5.466
H 2.599 0.921 -2.151
H 3.686 0.160 -3.321
H 3.305 -1.982 -2.428
H 1.607 -1.664 -1.999
H 2.924 -1.016 -1.018
H -0.365 2.626 -4.929
H -2.192 5.492 -2.450
H -1.932 6.133 -3.935
H -3.212 4.734 -5.621
C 3.106 -4.318 0.534
C 2.601 -4.246 -0.842
N 2.206 -4.186 -1.923
H 4.194 -4.338 0.527
H 2.770 -3.449 1.097
H 2.737 -5.220 1.018
C 6.377 -7.214 1.477
C 5.109 -6.953 2.168
N 4.114 -6.750 2.713
H 7.207 -7.085 2.168
H 6.386 -8.234 1.096
H 6.493 -6.522 0.645
C -3.459 0.295 6.882
C -2.721 1.486 6.449
N -2.140 2.421 6.108
H -3.683 -0.334 6.022
H -2.860 -0.273 7.592
H -4.391 0.591 7.359


Entry 6:
61
Properties=species:S:1:pos:R:3 method="wB97M-V/def2-TZVPD" energy_ha=-2413.588647 de_lowest_kcal_mol=0.0 gap_ev="4.65 / 4.65"
P 0.104 -1.334 -6.426
P 0.092 1.712 -6.326
C -0.238 -0.467 -8.058
C 0.318 0.957 -8.031
H -1.329 -0.469 -8.210
H 0.224 -1.050 -8.867
H 1.395 0.973 -8.262
H -0.200 1.590 -8.765
C -1.530 2.523 -6.707
H -1.743 3.250 -5.913
H -2.326 1.766 -6.729
H -1.477 3.036 -7.679
C 1.169 3.172 -6.624
H 0.893 3.688 -7.553
H 2.209 2.831 -6.683
H 1.059 3.852 -5.772
C -0.982 -2.782 -6.741
H -0.803 -3.518 -5.950
H -0.775 -3.229 -7.721
H -2.025 -2.449 -6.696
C 1.703 -2.096 -6.970
H 2.487 -1.328 -7.000
H 1.585 -2.547 -7.967
H 1.979 -2.869 -6.241
Be 0.044 -0.390 -0.407
C 0.594 1.221 -1.043
C -0.746 1.457 -1.301
C -1.494 0.890 -2.462
C -1.882 -0.600 -2.313
C -0.906 -1.474 -1.569
C 0.451 -1.561 -1.835
C 1.199 -0.643 -2.756
C 1.551 0.739 -2.130
C 0.565 -1.170 1.045
H 1.076 1.833 -0.265
H -1.301 2.211 -0.729
H -0.938 1.024 -3.409
H -2.434 1.461 -2.572
H -2.838 -0.640 -1.766
H -2.107 -1.005 -3.315
H -1.389 -2.315 -1.051
H 1.006 -2.463 -1.540
H 0.655 -0.478 -3.707
H 2.146 -1.131 -3.052
H 2.564 0.675 -1.701
H 1.630 1.475 -2.949
H 1.240 -0.521 1.611
H 1.133 -2.071 0.765
H -0.230 -1.505 1.733
F 0.422 1.125 7.384
C 0.081 1.109 6.085
C 0.404 2.188 5.257
F 1.053 3.243 5.781
C 0.069 2.154 3.903
F 0.442 3.170 3.099
C -0.633 1.063 3.327
S -1.149 1.006 1.724
C -0.938 -0.009 4.212
F -1.576 -1.097 3.718
C -0.585 0.000 5.555
F -0.858 -1.071 6.327